# C12H28BCs2O6S3

A structure of composition C12H28BCs2O6S3 at a distorted geometry (ωB97M-V with the def2-TZVPD basis set, the Open Molecules 2025 dataset).

Results
Max |F|: 0.0422 hartree/bohr
ΔE to the lowest compared entry with this formula, charge and spin: 32.76 kcal per mole
DFT total energy: -59453.4344 eV

```
! RIJCOSX wB97M-V def2-TZVPD def2/J DEFGRID3
* xyz 1 1
Cs 3.1110 0.6991 3.3184
Cs -1.3131 0.7924 4.3063
B 0.2782 0.8437 1.6169
H -0.8750 0.7551 1.4045
H 0.8306 0.5810 0.5803
H 0.6035 1.9713 1.7406
H 0.6756 0.1890 2.4837
C 2.0531 -3.3892 0.0110
C 2.6804 -2.0253 -0.3354
C 2.2244 -1.6906 -1.7460
S 1.9985 -3.2046 -2.6756
O 3.0950 -3.4632 -3.5625
O 0.6421 -3.2067 -3.1593
C 2.1691 -4.2779 -1.2601
H 0.9731 -3.2455 0.1105
H 2.5227 -3.8791 0.8567
H 3.7728 -2.0898 -0.3213
H 2.3044 -1.2865 0.3662
H 2.6674 -0.8581 -2.2918
H 1.2093 -1.2821 -1.6413
H 3.2441 -4.4861 -1.2444
H 1.5747 -5.1816 -1.3073
C -3.6289 -2.9494 -0.5798
C -2.3773 -2.2326 -1.1366
C -1.8127 -1.2694 -0.0997
S -2.1241 -2.0882 1.4489
O -2.6248 -1.2335 2.5195
O -1.0156 -2.9715 1.7353
C -3.4665 -3.1729 0.8990
H -3.7255 -3.8676 -1.1687
H -4.5656 -2.4918 -0.9112
H -2.5507 -1.7941 -2.1143
H -1.6453 -3.0356 -1.2611
H -2.2431 -0.2653 -0.0972
H -0.7598 -1.0280 -0.2375
H -4.3200 -3.1007 1.5739
H -3.1010 -4.1549 1.2125
C -0.9989 4.7999 0.4600
C 0.1361 5.4018 1.2884
C 1.3180 5.6999 0.3974
S 1.0915 4.7649 -1.1643
O 2.1328 3.7762 -1.2773
O 0.8776 5.6712 -2.2597
C -0.4331 3.9662 -0.6641
H -1.6980 5.5518 0.0784
H -1.6785 4.1746 1.0443
H 0.4019 4.6888 2.0778
H -0.2597 6.2232 1.8862
H 2.2976 5.3110 0.6736
H 1.4537 6.7478 0.1381
H -0.0754 3.0201 -0.2318
H -1.0467 3.5929 -1.4800
*
```

Here are the Löwdin charges for atoms 1 to 8, given in e: atom 1 (Cs): 1.008, atom 2 (Cs): 1.073, atom 3 (B): -0.688, atom 4 (H): -0.064, atom 5 (H): -0.012, atom 6 (H): -0.054, atom 7 (H): -0.212, atom 8 (C): -0.193


# C38H43N3O4

An isolated molecule of C38H43N3O4 at a distorted geometry (ωB97M-V with the def2-TZVPD basis set, the Open Molecules 2025 dataset).

Results
Max |F|: 0.0647 hartree/bohr
ΔE to the lowest compared entry with this formula, charge and spin: 10.03 kcal per mole
DFT total energy: -52759.6407 eV

```
! RIJCOSX wB97M-V def2-TZVPD def2/J DEFGRID3
* xyz 0 1
C -5.6203 1.9193 -3.8799
N -5.0793 0.8537 -3.0566
C -6.1104 0.0452 -2.4357
C -3.7562 0.7877 -2.7181
C -2.9164 1.9158 -2.8411
C -1.6511 1.8838 -2.2983
N -1.0732 0.7329 -1.8666
C 0.3881 0.6464 -1.3948
C 1.2762 1.6235 -2.1763
C 2.6416 1.1911 -2.5931
C 3.5947 2.2082 -2.7931
C 4.9442 1.8840 -2.8461
C 5.3398 0.5435 -2.8135
C 4.3871 -0.4757 -2.7506
C 3.0368 -0.1570 -2.6446
O 0.9583 2.7993 -2.3463
C -1.8502 -0.3843 -1.7854
C -3.1589 -0.4006 -2.2014
H -4.8852 2.2658 -4.6148
H -6.4962 1.5199 -4.4111
H -5.9515 2.7737 -3.2669
H -5.6979 -0.6979 -1.7459
H -6.8092 0.6894 -1.8735
H -6.6972 -0.4694 -3.2119
H -3.2472 2.8385 -3.3117
H -1.0370 2.7720 -2.2772
H 0.6850 -0.3800 -1.6287
H 3.2662 3.2494 -2.8472
H 5.6798 2.6856 -2.9196
H 6.3974 0.2907 -2.8627
H 4.6802 -1.5283 -2.7900
H 2.2726 -0.9377 -2.6119
H -1.3657 -1.2785 -1.3891
H -3.7026 -1.3407 -2.1755
C -4.7090 -1.4153 0.8499
C -4.0055 -0.3616 1.7104
C -4.3291 1.0190 1.1441
C -4.5376 -0.4469 3.1453
C -2.4886 -0.6329 1.6897
C -1.5992 0.2708 1.1602
C -0.2470 -0.0494 0.9588
C 0.5825 0.8999 0.0781
C 2.0667 0.8484 0.3768
C 2.8265 1.9551 0.4919
C 4.2602 1.9462 0.7138
C 5.0185 3.1262 0.4742
C 6.3941 3.1289 0.5665
C 7.0507 1.9324 0.9153
N 8.4661 1.8808 0.8019
O 9.0574 0.8075 1.0559
O 9.0738 2.9139 0.4353
C 6.3266 0.7668 1.2384
C 4.9450 0.7704 1.1218
C 0.2853 -1.1923 1.5792
C -0.5224 -2.1319 2.1921
C 0.0270 -3.4346 2.8231
C -0.4905 -3.6158 4.2551
C 1.5539 -3.4624 2.8752
C -0.4350 -4.6422 1.9967
C -1.9720 -1.9293 2.1420
O -2.7620 -2.8613 2.4449
H -4.5519 -2.4049 1.2906
H -5.7854 -1.2078 0.7727
H -4.2709 -1.4111 -0.1564
H -3.8634 1.8062 1.7505
H -3.9879 1.1042 0.1040
H -5.4149 1.1868 1.1497
H -4.0324 0.2945 3.7746
H -5.6161 -0.2465 3.1584
H -4.3541 -1.4471 3.5487
H -1.9448 1.2609 0.8527
H 0.2216 1.9284 0.2512
H 2.4955 -0.1551 0.3934
H 2.3672 2.9402 0.3347
H 4.4933 4.0380 0.1836
H 6.9961 4.0096 0.3584
H 6.8837 -0.1136 1.5521
H 4.3794 -0.1338 1.3567
H 1.3663 -1.3442 1.5712
H -1.5820 -3.6696 4.2557
H -0.0887 -4.5483 4.6707
H -0.1649 -2.7818 4.8864
H 1.9877 -3.4177 1.8700
H 1.9459 -2.6425 3.4885
H 1.8799 -4.4061 3.3323
H -0.0632 -4.5517 0.9697
H -0.0460 -5.5694 2.4362
H -1.5282 -4.6775 1.9865
*
```

Here are the Löwdin charges for atoms 1 to 8, given in e: atom 1 (C): -0.051, atom 2 (N): -0.171, atom 3 (C): -0.037, atom 4 (C): -0.199, atom 5 (C): 0.032, atom 6 (C): 0.005, atom 7 (N): 0.034, atom 8 (C): -0.118


# C5H4FNS

An isolated molecule of C5H4FNS at a distorted geometry (ωB97M-V with the def2-TZVPD basis set, the Open Molecules 2025 dataset).

Results
Max |F|: 0.0950 hartree/bohr
ΔE to the lowest compared entry with this formula, charge and spin: 79.30 kcal per mole
DFT total energy: -20289.0702 eV

```
! RIJCOSX wB97M-V def2-TZVPD def2/J DEFGRID3
* xyz 0 1
C -1.3261 -1.4466 -0.0163
C 0.0170 -0.6635 -0.1658
F 1.0296 -1.4904 -0.1623
C 0.3706 0.6250 -0.2392
C -0.5585 1.7514 -0.0092
N -1.5076 2.4551 -0.1582
C 1.7382 1.1846 -0.0536
S 3.1176 0.4180 -0.0695
H -0.9698 -2.2244 0.9527
H -1.6124 -1.9134 -1.0303
H -2.2231 -0.8365 0.5788
H 1.9246 2.1406 0.3730
*
```

Here are the Löwdin charges for atoms 1 to 8, given in e: atom 1 (C): -0.013, atom 2 (C): -0.330, atom 3 (F): 0.049, atom 4 (C): -0.232, atom 5 (C): -0.173, atom 6 (N): 0.149, atom 7 (C): -0.637, atom 8 (S): 0.771


# CH3IN2O2

A structure of composition CH3IN2O2 at a distorted geometry (ωB97M-V with the def2-TZVPD basis set, the Open Molecules 2025 dataset).

Results
Max |F|: 0.0760 hartree/bohr
ΔE to the lowest compared entry with this formula, charge and spin: 21.04 kcal per mole
DFT total energy: -16259.4973 eV

```
! RIJCOSX wB97M-V def2-TZVPD def2/J DEFGRID3
* xyz 0 1
C -0.5294 -0.0263 0.3345
N 1.7874 -0.1237 -0.3163
N 0.4705 0.3872 -0.4638
O -0.5861 -0.8731 1.1403
O -1.7901 0.8264 -0.0593
I -3.2377 0.1345 0.9980
H 1.8911 -0.5245 0.6080
H 1.8710 -0.7746 -1.0291
H 0.1232 0.9741 -1.2124
*
```

Here are the Löwdin charges for atoms 1 to 8, given in e: atom 1 (C): -0.636, atom 2 (N): 0.076, atom 3 (N): -0.011, atom 4 (O): 0.016, atom 5 (O): -0.756, atom 6 (I): 1.008, atom 7 (H): 0.095, atom 8 (H): 0.057